[1]
Density functional theory data (ωB97M-V/def2-TZVPD) for C3H7N3O in the gas phase.

Each line ends with the natural charge from an NBO analysis.
Geometry (Å):
C  0.7540  -0.7854  -2.3991  -0.431
N  -0.0574  -0.8195  -1.1905  -0.456
C  0.5648  -0.5209  -0.1035  0.270
N  -0.1184  -0.4822  1.0776  -0.634
C  0.0605  0.6289  1.8572  0.193
N  -0.8418  1.5377  2.1054  -0.166
O  -2.1101  1.1317  1.6638  -0.594
H  1.7154  -0.2766  -2.2722  0.168
H  0.1927  -0.2612  -3.1787  0.203
H  0.9446  -1.8017  -2.7540  0.198
H  1.6331  -0.2517  -0.0390  0.151
H  -1.1077  -0.6631  0.9291  0.416
H  1.0732  0.7488  2.2739  0.193
H  -2.7029  1.8151  2.0299  0.488

Cartesian forces, eV/Å:
C -0.2 -0.1 -0.1
N 1.4 0.4 1.3
C -0.3 -0.4 -2.3
N -1.5 -0.8 0.7
C -0.4 2.1 0.7
N 1.3 -1.6 0.7
O -0.1 0.4 -0.1
H 0.0 0.0 0.1
H 0.1 -0.1 0.1
H 0.0 0.1 0.0
H -0.3 0.0 -0.1
H 0.1 -0.1 -0.1
H -0.6 0.5 -0.3
H 0.5 -0.4 -0.3

Calculated values
Energy relative to the best compared isomer or geometry (same formula, charge and spin), kcal per mole: 70.7
Kohn-Sham gap, eV: 10.003
SMILES: C/N=C/N/C=N\O
Calculated total energy, eV: -9739.966
LUMO, eV: 1.03

[2]
Density functional theory data (ωB97M-V/def2-TZVPD) for a molecular structure, C15H13IrN11O7S2.

Each line ends with the natural charge from an NBO analysis.
Geometry (Å):
Ir  -0.1703  -0.1730  0.1823  1.096
C  -4.1665  2.4724  -2.1513  -0.752
S  -3.7316  2.8344  -0.4353  0.380
C  -2.1783  2.0783  -0.2621  -0.092
S  -1.6696  0.8310  -1.3646  -0.043
N  -1.4577  2.4904  0.7364  -0.348
N  -0.3296  1.7204  0.8275  -0.198
C  0.7269  2.2293  1.3433  0.087
C  1.9088  1.3988  1.2372  0.156
C  3.1242  1.6743  1.8405  -0.184
C  4.1922  0.8319  1.6000  -0.121
C  4.0225  -0.2444  0.7360  -0.222
C  2.7870  -0.4780  0.1726  0.048
N  1.7340  0.3149  0.4373  -0.359
H  -5.1426  2.9309  -2.2951  0.251
H  -4.2433  1.4040  -2.3311  0.237
H  -3.4490  2.9290  -2.8276  0.238
H  0.7286  3.2380  1.7321  0.253
H  3.2104  2.5358  2.4874  0.255
H  5.1510  1.0184  2.0633  0.248
H  4.8413  -0.9077  0.4983  0.251
H  2.6239  -1.2896  -0.5170  0.232
O  -5.0706  -2.0916  5.6609  -0.357
N  -4.1197  -1.4189  5.9945  0.535
O  -3.9498  -0.9188  7.0842  -0.352
C  -3.0715  -1.1955  4.9878  -0.010
C  -1.9935  -0.3737  5.3060  -0.133
C  -1.0399  -0.1720  4.3503  -0.005
C  -1.0776  -0.7376  3.0587  0.367
O  -0.0684  -0.5556  2.2700  -0.746
C  -2.2142  -1.5314  2.8120  -0.015
C  -3.1940  -1.7892  3.7558  -0.139
N  -2.3601  -2.1121  1.4942  0.534
O  -2.7176  -3.2549  1.3797  -0.293
O  -2.1507  -1.3810  0.5088  -0.433
N  0.1430  0.6597  4.6293  0.537
O  1.0380  0.1507  5.2624  -0.330
O  0.1368  1.7889  4.1844  -0.369
H  -1.9299  0.0829  6.2843  0.282
H  -4.0407  -2.4230  3.5320  0.282
N  -0.3576  -5.1561  -1.6888  -0.583
N  -0.0452  -4.1029  -0.8759  0.206
N  0.5227  -4.2820  0.2984  -0.238
C  0.7173  -3.0340  0.6861  0.145
N  0.2959  -2.1669  -0.2488  -0.359
N  -0.2057  -2.8831  -1.2496  -0.008
H  -0.5011  -5.9801  -1.1206  0.408
H  -1.1321  -4.9072  -2.2897  0.406
H  1.1571  -2.7492  1.6269  0.254

Cartesian forces, eV/Å:
Ir -1.2 0.6 1.7
C 0.0 -0.1 0.1
S 0.1 0.1 -0.1
C 0.0 0.0 0.0
S 0.7 -0.5 -0.8
N 0.0 -0.2 0.0
N -0.2 0.3 -0.1
C 0.1 -0.1 0.1
C -0.2 0.0 0.0
C 0.1 0.0 -0.1
C 0.0 0.0 0.0
C 0.0 0.0 0.0
C 0.0 0.2 -0.1
N 0.3 0.1 0.1
H 0.0 0.0 0.0
H 0.0 0.0 0.0
H 0.0 0.0 0.0
H 0.0 0.0 0.1
H 0.0 0.0 0.0
H 0.0 0.0 0.0
H 0.0 0.0 0.0
H 0.0 0.0 0.0
O 0.0 0.0 0.0
N 0.0 -0.1 0.0
O 0.0 0.0 0.0
C 0.0 0.1 0.0
C 0.0 0.0 0.0
C 0.0 0.0 0.0
C -0.1 0.1 0.0
O 1.0 -0.5 -0.4
C 0.2 0.0 -0.2
C 0.0 0.0 0.0
N 0.0 0.0 0.2
O -0.1 0.1 0.0
O 0.1 0.2 -0.2
N 0.0 0.0 0.1
O 0.0 0.0 0.0
O 0.0 0.0 -0.1
H 0.0 0.0 0.0
H 0.0 0.0 0.0
N 0.3 0.0 -0.2
N 0.0 0.0 0.1
N 0.0 0.0 0.0
C 0.1 0.0 -0.1
N -0.6 -0.3 0.0
N 0.1 0.2 0.0
H -0.1 0.0 0.0
H -0.1 -0.1 0.1
H 0.0 0.0 0.0

Calculated values
Energy relative to the best compared isomer or geometry (same formula, charge and spin), kcal per mole: 44.7
Kohn-Sham gap, eV: 7.198
Calculated total energy, eV: -70982.251
LUMO, eV: -4.40
Charge: +1

[3]
Density functional theory data (ωB97M-V/def2-TZVPD) for C5H9N in the gas phase.

Each line ends with the natural charge from an NBO analysis.
Geometry (Å):
C  2.2993  1.0039  -0.1471  -0.395
C  1.4488  0.3727  0.6909  -0.165
C  -0.0241  0.6271  0.7881  -0.464
C  -0.6921  -0.5854  0.2387  -0.074
C  -0.9496  -0.8617  -1.2114  -0.282
N  -2.0719  -0.6464  -0.2122  -0.577
H  3.3720  0.7831  -0.0860  0.197
H  2.0496  1.7846  -0.8294  0.189
H  1.8972  -0.4610  1.2372  0.204
H  -0.3831  1.4800  0.1419  0.205
H  -0.3266  0.7326  1.8283  0.227
H  -0.5870  -1.5245  0.8834  0.195
H  -0.7671  -0.0347  -1.9355  0.199
H  -0.8743  -1.9172  -1.5981  0.211
H  -2.3714  0.3429  -0.3116  0.331

Cartesian forces, eV/Å:
C 0.1 -0.9 1.5
C 1.4 1.0 -1.3
C -0.2 0.1 -1.1
C -0.6 -3.2 0.8
C -0.3 -0.2 0.4
N 0.0 1.5 -0.9
H -0.5 -0.2 -0.2
H -0.5 0.5 -0.2
H -0.5 0.3 0.3
H 0.7 -0.4 0.9
H -0.1 0.4 0.0
H 0.6 1.3 -0.9
H -0.1 -0.8 0.6
H -0.1 1.4 0.4
H -0.1 -0.8 -0.2

Calculated values
Energy relative to the best compared isomer or geometry (same formula, charge and spin), kcal per mole: 50.4
Kohn-Sham gap, eV: 10.554
SMILES: C=CC[C@@H]1CN1
Calculated total energy, eV: -6818.809
LUMO, eV: 1.21

[4]
Density functional theory data (ωB97M-V/def2-TZVPD) for 2 unconnected molecules or ions with the total composition C4H11N2O.

Each line ends with the natural charge from an NBO analysis.
Geometry (Å):
C  -1.1645  1.3893  0.1585  0.372
C  1.1183  0.4414  0.7725  -0.703
C  -0.7876  -2.0854  1.1991  -0.462
C  -0.3349  0.2490  0.6961  0.370
N  1.2601  0.6369  -2.5647  -1.087
N  -1.1219  -0.7775  0.8934  -0.360
O  -2.3744  1.4288  0.0388  -0.407
H  -0.4356  2.1225  0.0813  0.137
H  1.4442  0.8438  -0.1280  0.293
H  1.2636  1.1859  1.5519  0.282
H  1.5943  -0.5192  0.9870  0.264
H  -0.5426  -2.0832  2.3350  0.251
H  -1.6708  -2.7221  1.2344  0.266
H  0.0836  -2.3551  0.5768  0.252
H  2.1255  1.1684  -2.7323  0.376
H  0.5463  1.2677  -2.3805  0.342
H  1.0248  0.2714  -3.4646  0.378
H  -2.0284  -0.4624  0.7454  0.437

Cartesian forces, eV/Å:
C -1.7 -0.3 1.1
C -1.2 -1.8 1.8
C 1.1 -1.7 3.3
C -2.3 -2.1 -0.6
N 2.0 -0.9 0.0
N 3.1 3.1 -0.5
O 2.2 -0.5 0.0
H 0.6 3.0 -1.2
H 0.7 0.6 -1.8
H 0.3 0.0 0.3
H 0.3 0.5 0.1
H 0.3 -0.2 -1.8
H 0.2 -0.1 -0.9
H -0.7 -0.6 0.5
H -0.5 -0.2 0.3
H -1.5 1.7 0.4
H -0.1 -0.6 -0.6
H -2.8 0.0 -0.4

Calculated values
Energy relative to the best compared isomer or geometry (same formula, charge and spin), kcal per mole: 72.8
Kohn-Sham gap, eV: 8.093
Calculated total energy, eV: -9345.701
LUMO, eV: -6.02
Charge: +1

[5]
Density functional theory data (ωB97M-V/def2-TZVPD) for 3 unconnected molecules or ions with the total composition H7NO2.

Each line ends with the natural charge from an NBO analysis.
Geometry (Å):
N  0.1120  -1.3867  0.2542  -1.072
H  1.1098  -1.5804  0.2472  0.362
H  -0.2643  -1.9508  -0.4965  0.354
H  -0.2490  -1.8419  1.0963  0.356
O  2.0307  0.4825  -2.2661  -0.952
H  1.3517  1.1468  -2.1270  0.480
H  1.6833  -0.4114  -2.2577  0.472
O  -2.1263  1.1814  2.0229  -0.938
H  -1.4804  0.7347  1.4514  0.476
H  -2.4752  0.4387  2.5291  0.461

Cartesian forces, eV/Å:
N -0.1 -0.4 0.4
H 0.0 0.2 0.1
H -0.1 0.0 -0.2
H 0.2 0.2 -0.1
O 0.9 0.2 -0.2
H -0.3 -0.5 0.1
H -0.5 0.3 0.1
O 0.3 -0.6 -0.2
H -0.1 0.3 0.0
H -0.2 0.2 0.1

Calculated values
Energy relative to the best compared isomer or geometry (same formula, charge and spin), kcal per mole: 11.3
Kohn-Sham gap, eV: 11.542
SMILES: N.O.O
Calculated total energy, eV: -5698.605
LUMO, eV: 0.55

[6]
Density functional theory data (ωB97M-V/def2-TZVPD) for C2H3N3O in the gas phase.

Each line ends with the natural charge from an NBO analysis.
Geometry (Å):
O  -1.9832  -0.1554  1.1406  -0.668
C  -0.8208  -0.1383  0.4235  0.572
N  0.1897  0.6469  0.8653  -0.537
C  1.1688  0.4293  0.0250  0.243
N  0.9124  -0.4174  -0.9622  -0.458
N  -0.6131  -0.8883  -0.6601  -0.285
H  -2.7280  0.1660  0.6101  0.499
H  2.1285  0.9295  0.1604  0.200
H  1.7457  -0.5722  -1.6025  0.434

Cartesian forces, eV/Å:
O 0.4 -0.1 -0.7
C 0.6 -0.3 -0.8
N -0.1 0.0 0.2
C -0.1 0.3 0.5
N -1.3 0.2 1.2
N 2.8 1.1 -0.4
H 0.3 -0.3 0.0
H -0.2 -0.2 -0.3
H -2.5 -0.8 0.4

Calculated values
Energy relative to the best compared isomer or geometry (same formula, charge and spin), kcal per mole: 40.9
Kohn-Sham gap, eV: 11.054
SMILES: Oc1nc[nH]n1
Calculated total energy, eV: -8638.721
LUMO, eV: 0.71